{"formula": "C23H40Br2Cl2N2O5S", "method": "ωB97M-V/def2-TZVPD", "symbols": ["C", "C", "C", "C", "C", "C", "C", "C", "C", "C", "C", "C", "C", "C", "Cl", "C", "Br", "O", "C", "N", "O", "S", "O", "O", "C", "O", "Br", "C", "Cl", "C", "C", "C", "C", "C", "N", "H", "H", "H", "H", "H", "H", "H", "H", "H", "H", "H", "H", "H", "H", "H", "H", "H", "H", "H", "H", "H", "H", "H", "H", "H", "H", "H", "H", "H", "H", "H", "H", "H", "H", "H", "H", "H", "H", "H", "H"], "positions_angstrom": [[-4.8474, -0.3779, 4.3703], [-5.4564, -1.7596, 3.9884], [-4.4754, -2.5771, 3.0615], [-5.2520, -3.0331, 1.8063], [-4.3325, -3.5530, 0.6589], [-3.3743, -2.3887, 0.2535], [-3.0552, -2.3487, -1.2855], [-1.5402, -2.0316, -1.5472], [-1.3838, -0.4884, -1.3431], [0.0653, 0.0602, -1.2692], [0.6967, 0.3895, 0.1268], [0.7810, -0.9654, 0.9080], [1.9842, -1.9234, 0.6508], [2.0144, -2.7051, -0.6788], [2.3497, -4.4692, -0.3200], [-0.2430, 1.3622, 0.9486], [-1.6391, 0.4263, 2.0410], [-1.0506, 2.1081, -0.0329], [-1.7392, 3.0217, 0.6145], [-2.4029, 3.6756, 1.2163], [0.3210, 2.3504, 1.7516], [1.3421, 2.0434, 3.0166], [0.7293, 1.2559, 4.0295], [2.4708, 0.9671, 2.3775], [3.0193, 1.3507, 1.1442], [4.2473, 0.6998, 1.0931], [3.5452, 3.3119, 1.3694], [2.1039, 1.0921, -0.1572], [1.7979, 2.7604, -0.9060], [2.9818, 0.4242, -1.2467], [4.1506, 1.3299, -1.8213], [3.8728, 1.8258, -3.2701], [4.6940, 3.1351, -3.5947], [3.7567, 4.3676, -3.7654], [4.4201, 5.6053, -3.2905], [-5.5322, 0.1059, 5.0868], [-3.8387, -0.4800, 4.8054], [-4.7854, 0.2895, 3.4909], [-6.3606, -1.5447, 3.3946], [-5.6773, -2.3633, 4.8816], [-3.6368, -1.8965, 2.8318], [-4.0497, -3.4483, 3.5875], [-6.0220, -3.7984, 2.0022], [-5.7661, -2.1371, 1.4045], [-3.6892, -4.3824, 1.0041], [-4.8998, -3.8284, -0.2444], [-2.3913, -2.4697, 0.7608], [-3.7641, -1.3982, 0.5542], [-3.6461, -1.5032, -1.6945], [-3.4006, -3.2461, -1.8229], [-0.9827, -2.6413, -0.8208], [-1.3466, -2.3250, -2.5929], [-1.8196, -0.0649, -2.2708], [-2.0858, -0.1943, -0.5537], [0.6688, -0.6637, -1.8408], [0.1028, 0.9803, -1.8809], [-0.1368, -1.5617, 0.7788], [0.8300, -0.8078, 2.0001], [1.9461, -2.6782, 1.4553], [2.9110, -1.3617, 0.8666], [2.8281, -2.4066, -1.3560], [1.0905, -2.6925, -1.2654], [4.9329, 1.3623, 0.9185], [3.4991, -0.4837, -0.9070], [2.4629, 0.1398, -2.1722], [4.4606, 2.1303, -1.1361], [5.0417, 0.6774, -1.9264], [2.8143, 2.1106, -3.4059], [4.1343, 1.0512, -4.0085], [5.4776, 3.3273, -2.8439], [5.1397, 2.9522, -4.5892], [3.3827, 4.4790, -4.7950], [2.8752, 4.1986, -3.1097], [4.9696, 5.3544, -2.4726], [3.7117, 6.2775, -3.0126]], "atomic_forces_ev_per_a": [[-0.5455, -0.3925, 0.1053], [1.1543, 0.1922, -0.4980], [-0.9845, 0.1866, 0.3529], [0.6421, -0.1796, -0.9617], [0.5705, 1.3953, 0.5184], [0.5971, -0.2682, -0.8600], [0.0760, 0.6927, 0.3606], [-1.6397, 0.2567, 0.1863], [-0.1487, -0.6660, -0.7897], [-0.5831, 0.6368, -0.4685], [0.0712, -0.7360, -0.1311], [0.8148, -0.7638, 0.7136], [-0.1788, 0.3390, 0.3362], [0.5749, -0.3070, -0.0458], [-0.1357, 0.4905, -0.2636], [-1.3451, -0.0732, -0.8958], [0.3154, 0.0697, -0.0461], [0.6167, 0.4109, 1.2189], [2.9726, -3.9153, -3.4717], [-3.2899, 3.7623, 2.8547], [0.7329, -1.3244, -0.5525], [0.7757, 0.8464, 1.0816], [-0.4333, -0.5483, 0.0505], [-1.1283, 0.2939, -1.2562], [1.1754, 0.4344, 0.6065], [-0.6043, 0.0165, -0.2166], [0.4303, -0.0379, 0.1863], [0.2401, 0.6939, -0.3287], [-0.9288, -0.7557, -0.1327], [1.5484, -0.0226, -0.7363], [0.0552, -0.9035, -0.4388], [0.3446, 1.3225, 0.4528], [-0.8641, -0.4786, -1.3078], [-0.1641, -0.0280, 1.5230], [0.0432, -0.4204, -0.4897], [0.4859, 0.0013, -0.1174], [-0.4264, 0.0749, -0.0478], [0.0515, -0.3758, 0.2710], [0.0756, -0.3366, 0.5496], [-0.2378, 0.4018, -0.2684], [-0.2708, -0.4338, -0.3062], [-0.1358, 0.3056, -0.1248], [0.2414, 0.3701, 0.3871], [0.0493, -0.4316, 0.1340], [-0.5591, 0.0394, -0.2592], [0.0213, -0.1787, 0.5314], [-0.5614, -0.1029, 0.0566], [-0.0725, -0.5221, -0.0596], [0.2189, -0.4885, -0.1199], [0.2940, 0.1123, 0.3754], [0.1428, 0.1763, -0.4893], [0.5109, 0.1183, 0.4631], [0.1621, -0.0356, 0.4808], [0.6163, 0.1277, -0.0067], [0.0423, 0.2474, 0.6681], [0.0052, -0.3579, 0.3628], [0.2194, 0.5870, -0.2589], [-0.0477, 0.2483, -0.5441], [-0.1606, 0.3498, -0.3187], [-0.1969, -0.4688, -0.4161], [-0.3042, -0.0640, 0.3485], [0.1472, 0.0144, 0.4489], [-0.1121, -0.2745, 0.0627], [-0.6135, 0.3714, 0.3096], [-0.4870, 0.1478, 0.7095], [-0.3642, -0.0195, -0.3747], [-0.3540, 0.2501, 0.3254], [0.3308, -0.4733, 0.0990], [-0.2149, 0.1058, 0.4208], [-0.2476, -0.0775, -0.3306], [0.4030, 0.2656, 0.6248], [0.3288, -0.0380, 0.2855], [0.1896, -0.1379, -0.4996], [-0.1938, 0.3013, -0.0472], [0.2464, -0.0188, 0.0182]], "mulliken_charge": [-1.093, -0.546, 0.307, -0.905, -1.076, 0.368, -1.597, -0.442, -0.927, -1.478, 2.476, -1.139, -1.626, -0.128, -0.233, -0.126, -0.062, -0.292, 0.539, -0.469, -0.286, 0.475, -0.465, -0.468, -0.466, -0.522, -0.036, 1.182, -0.110, -0.645, -1.422, -0.669, -0.906, -0.019, -0.742, 0.418, 0.268, 0.221, 0.351, 0.321, -0.407, 0.381, 0.395, 0.406, 0.264, 0.466, -0.055, 0.342, 0.296, 0.607, 0.357, 0.369, 0.363, 0.164, 0.453, 0.696, 0.165, 0.595, 0.821, 0.383, 0.244, 0.085, 0.535, 0.296, 0.463, 0.482, 0.296, 0.392, 0.482, 0.496, 0.265, 0.369, 0.000, 0.250, 0.252], "multiplicity": 1, "largest_force_ev_per_a": 6.018, "orbital_gap_ev": 8.811, "homo_energy_ev": -9.328}